[1]
{
  "formula": "C17H14N7S2SbSe4V",
  "method": "ωB97M-V with the def2-TZVPD basis set",
  "elements": ["V", "N", "C", "S", "N", "N", "C", "C", "C", "C", "C", "C", "N", "H", "H", "H", "H", "H", "H", "H", "N", "C", "C", "C", "C", "C", "C", "N", "C", "C", "C", "S", "C", "N", "H", "H", "H", "H", "H", "H", "H", "Se", "Sb", "Se", "Se", "Se"],
  "positions_angstrom": [[-1.57509, -0.88573, 0.65742], [-2.59053, -3.46074, 4.03267], [-2.09229, -2.61355, 3.09257], [-1.57135, -3.22058, 1.56137], [-2.16300, -1.43126, 3.59778], [-1.47767, -0.59822, 2.74436], [-1.07017, 0.52081, 3.35608], [-0.29253, 1.57790, 2.71308], [0.95886, 1.33388, 1.93289], [1.90151, 2.25342, 1.54662], [1.76499, 3.49939, 2.16152], [0.53152, 3.63981, 2.78732], [-0.52669, 2.85611, 3.08511], [-3.00905, -4.33014, 3.59253], [-2.13092, -3.52707, 4.90971], [-1.23339, 0.61643, 4.37371], [0.98669, 0.23210, 1.47227], [2.57477, 1.93933, 0.78948], [2.32490, 4.41308, 2.18182], [0.37245, 4.59775, 3.23958], [-0.30245, -0.18570, -1.95029], [0.78945, -0.42798, -2.77998], [1.52727, -1.56863, -2.99407], [2.54148, -1.52357, -3.87470], [2.77182, -0.33292, -4.62864], [2.02461, 0.86193, -4.36141], [1.16232, 0.80580, -3.27349], [0.40631, 1.82901, -2.68857], [-0.45104, 1.18212, -1.94888], [-1.45110, 1.82271, -1.09201], [-2.06620, 3.02630, -1.40698], [-3.18369, 3.48055, -0.19108], [-2.77523, 2.04810, 0.72346], [-1.88181, 1.24838, 0.11040], [-1.13729, -0.78277, -1.73477], [1.23402, -2.48937, -2.43655], [3.13113, -2.34033, -4.07892], [3.49705, -0.23415, -5.45809], [2.13810, 1.74903, -4.99777], [-2.10461, 3.43254, -2.36670], [-3.17447, 1.71353, 1.72483], [4.89773, -4.89061, 0.24230], [2.88119, -3.83575, -0.57637], [0.52677, -5.10396, -2.57278], [-3.46505, -1.34232, -0.91261], [0.78069, -5.55466, -0.30421]],
  "s2": 3.803,
  "orbital_gap_ev": [4.302, 4.549],
  "charge": -2,
  "multiplicity": 4,
  "de_lowest_kj_mol": 376.76,
  "energy_ha": -12625.8873,
  "e_lumo_ev": [3.7, 3.7]
}

[2]
{
  "formula": "C9H18BrNS",
  "method": "ωB97M-V with the def2-TZVPD basis set",
  "elements": ["C", "C", "C", "C", "C", "C", "C", "C", "C", "N", "S", "Br", "H", "H", "H", "H", "H", "H", "H", "H", "H", "H", "H", "H", "H", "H", "H", "H", "H", "H"],
  "positions_angstrom": [[1.74307, -1.45910, -0.41856], [1.79899, -0.51093, 0.84753], [0.34255, -1.90330, -0.62315], [0.67207, 0.49938, 0.88821], [-0.66637, -0.68412, -0.78819], [1.17425, 1.92826, 0.77415], [-0.09167, 0.31719, 2.30862], [-2.23373, -0.98856, -0.66841], [-0.55013, 0.01597, -2.29679], [-0.45657, 0.41526, 0.11670], [-2.29934, 3.60589, -1.17693], [-3.04128, 2.85515, 0.62162], [2.18806, -0.92040, -1.30205], [2.41933, -2.32665, -0.23372], [1.64127, -1.20913, 1.66858], [2.76166, -0.07559, 0.81014], [0.39085, -2.65810, -1.42604], [0.18266, -2.57803, 0.34408], [1.79734, 2.31633, 1.57975], [0.39953, 2.76990, 0.76538], [1.66528, 2.28517, -0.14312], [0.63668, 0.42019, 3.00455], [-0.50012, -0.68238, 2.21951], [-0.83334, 1.12138, 2.39466], [-2.67075, -0.24937, -1.26460], [-2.56668, -0.82559, 0.40104], [-2.44179, -2.06064, -0.92031], [0.27262, 0.76650, -2.22103], [-1.52805, 0.58396, -2.38356], [-0.20638, -0.76865, -2.87806]],
  "s2": 2.008,
  "orbital_gap_ev": [8.149, 6.562],
  "multiplicity": 3,
  "energy_ha": -3380.5070,
  "e_lumo_ev": [0.1, -2.3]
}

[3]
{
  "formula": "C37H28N4P2Se2V",
  "method": "ωB97M-V with the def2-TZVPD basis set",
  "elements": ["V", "Se", "P", "C", "C", "C", "C", "C", "C", "C", "C", "C", "C", "C", "C", "C", "C", "N", "N", "N", "P", "Se", "C", "C", "C", "C", "C", "C", "C", "C", "C", "C", "C", "C", "H", "H", "H", "H", "H", "H", "H", "H", "H", "H", "H", "H", "H", "H", "H", "H", "H", "H", "H", "H", "C", "C", "C", "C", "N", "C", "C", "C", "C", "C", "C", "C", "H", "H", "H", "H", "H", "H", "H", "H"],
  "positions_angstrom": [[-2.60703, -0.11836, -2.18525], [4.11480, 1.42418, -1.59998], [3.19244, -0.28856, -0.78900], [3.27368, -0.24059, 1.02376], [3.74648, -1.32111, 1.77211], [3.97817, -1.18246, 3.13905], [3.72675, 0.02522, 3.77143], [3.23753, 1.10427, 3.03996], [3.02739, 0.97743, 1.67166], [3.89500, -1.88766, -1.28100], [5.11574, -1.93595, -1.93834], [5.65701, -3.16662, -2.31182], [4.97932, -4.34279, -2.03457], [3.74773, -4.29880, -1.38655], [3.20696, -3.07551, -1.01532], [1.46787, -0.47406, -1.36207], [0.18032, -0.31905, -0.89975], [-0.61765, -0.40204, -2.00017], [0.14064, -0.65957, -3.07543], [1.39897, -0.71211, -2.70313], [-0.71504, -0.20966, 0.65327], [-2.85512, -0.46380, 0.30893], [-0.11589, -1.50420, 1.75408], [-0.17868, -2.83276, 1.31143], [0.21091, -3.86109, 2.15593], [0.64134, -3.57864, 3.45242], [0.70367, -2.26788, 3.88882], [0.33937, -1.22873, 3.03576], [-0.38992, 1.38301, 1.39957], [-1.00253, 1.71924, 2.61400], [-0.80339, 2.97259, 3.16935], [-0.00840, 3.90780, 2.50866], [0.58179, 3.58679, 1.29628], [0.39506, 2.32437, 0.73805], [3.96564, -2.26694, 1.29329], [4.36624, -2.02355, 3.70361], [3.91693, 0.13045, 4.83290], [3.04828, 2.05569, 3.52619], [2.72945, 1.84504, 1.08936], [5.63045, -1.00775, -2.16327], [6.60684, -3.19914, -2.83196], [5.40043, -5.29520, -2.33504], [3.20682, -5.21470, -1.18433], [2.23600, -3.04587, -0.52710], [-0.53823, -3.06232, 0.31683], [0.16789, -4.88920, 1.81155], [0.93753, -4.38443, 4.11612], [1.05789, -2.04180, 4.88866], [0.43282, -0.20631, 3.37769], [-1.66015, 1.01736, 3.11463], [-1.28048, 3.23158, 4.10742], [0.13837, 4.89312, 2.94039], [1.19025, 4.31893, 0.77586], [0.87377, 2.07840, -0.20333], [-6.85944, -0.89868, -2.45888], [-7.37457, 0.38870, -2.44783], [-6.52697, 1.47651, -2.42829], [-5.14688, 1.29094, -2.41315], [-4.65122, 0.02605, -2.42492], [-5.49042, -1.02784, -2.45281], [-4.11410, 2.37555, -2.39293], [-4.47081, 3.72170, -2.42460], [-3.47908, 4.69418, -2.44414], [-2.13961, 4.30469, -2.44847], [-1.80429, 2.95330, -2.42089], [-2.77156, 1.92881, -2.37494], [-7.49290, -1.77904, -2.47359], [-8.44721, 0.54251, -2.45372], [-6.92204, 2.48539, -2.41865], [-5.02689, -2.00055, -2.45125], [-5.51433, 4.03666, -2.44098], [-3.74513, 5.74374, -2.46993], [-1.36169, 5.06368, -2.48454], [-0.75287, 2.68746, -2.44710]],
  "s2": 3.766,
  "orbital_gap_ev": [7.243, 7.718],
  "multiplicity": 4,
  "de_lowest_kj_mol": 16.49,
  "energy_ha": -8075.4005,
  "e_lumo_ev": [0.1, 0.0]
}

[4]
{
  "formula": "C3H5N3O",
  "method": "ωB97M-V with the def2-TZVPD basis set",
  "elements": ["C", "C", "N", "N", "C", "O", "N", "H", "H", "H", "H", "H"],
  "positions_angstrom": [[-0.96228, -1.42424, -1.00650], [-0.23370, -0.42382, -0.17063], [-0.89394, 0.29887, 0.77776], [-0.01596, 1.11693, 1.23600], [1.31518, 0.97882, 0.60325], [2.36434, 1.33685, 1.13401], [1.03431, -0.09084, -0.33421], [-1.19288, -1.01080, -1.99364], [-1.89967, -1.70015, -0.51785], [-0.35028, -2.31746, -1.14944], [-0.26440, 1.80307, 1.94004], [0.92412, 1.58587, -0.38542]],
  "orbital_gap_ev": [7.978, 7.979],
  "de_lowest_kj_mol": 385.68,
  "energy_ha": -356.7105,
  "e_lumo_ev": [-1.2, -1.2]
}

[5]
{
  "formula": "C4H12",
  "method": "ωB97M-V with the def2-TZVPD basis set",
  "elements": ["C", "C", "H", "H", "H", "H", "H", "H", "C", "C", "H", "H", "H", "H", "H", "H"],
  "positions_angstrom": [[-0.80566, -0.86179, 1.82989], [-0.08854, -1.67542, 0.80002], [-1.94490, -1.21900, 1.74130], [-0.41829, -0.83173, 2.79571], [-1.04937, 0.22592, 1.57319], [0.81005, -1.19314, 0.36239], [0.28493, -2.55645, 1.42355], [-0.70562, -1.90550, 0.00936], [-0.26893, 1.08805, -1.07587], [1.19305, 1.52824, -1.52749], [-0.56069, 1.37337, -0.12584], [-0.93454, 1.26838, -1.93267], [-0.05159, -0.08587, -0.98316], [1.29833, 2.64231, -1.60822], [1.40456, 1.11397, -2.47548], [1.83721, 1.08866, -0.80667]],
  "orbital_gap_ev": 12.086,
  "de_lowest_kj_mol": 128.25,
  "smiles": "CC.CC",
  "energy_ha": -159.5361,
  "e_lumo_ev": 1.2
}

[6]
{
  "formula": "C28H84O22",
  "method": "ωB97M-V with the def2-TZVPD basis set",
  "elements": ["C", "C", "O", "H", "H", "H", "H", "H", "H", "C", "C", "O", "H", "H", "H", "H", "H", "H", "C", "C", "O", "H", "H", "H", "H", "H", "H", "C", "C", "O", "H", "H", "H", "H", "H", "H", "C", "C", "O", "H", "H", "H", "H", "H", "H", "C", "C", "O", "H", "H", "H", "H", "H", "H", "C", "C", "O", "O", "H", "H", "H", "H", "H", "H", "C", "C", "O", "O", "H", "H", "H", "H", "H", "H", "C", "C", "O", "O", "H", "H", "H", "H", "H", "H", "C", "C", "O", "O", "H", "H", "H", "H", "H", "H", "C", "C", "O", "O", "H", "H", "H", "H", "H", "H", "C", "C", "O", "O", "H", "H", "H", "H", "H", "H", "C", "C", "O", "O", "H", "H", "H", "H", "H", "H", "C", "C", "O", "O", "H", "H", "H", "H", "H", "H"],
  "positions_angstrom": [[-3.57103, -8.45690, -15.45796], [-4.70813, -8.31154, -16.45967], [-4.28276, -7.75039, -17.67041], [-3.82099, -9.13827, -14.62937], [-3.14824, -7.53770, -15.07318], [-2.77973, -9.06666, -15.97007], [-5.45587, -7.62512, -15.99367], [-5.26599, -9.21833, -16.66365], [-4.09860, -6.79295, -17.48382], [-12.89800, -5.88127, -15.27411], [-12.05521, -5.42084, -16.45071], [-11.64886, -6.60500, -17.14338], [-12.27357, -6.30488, -14.52450], [-13.66830, -6.49938, -15.71654], [-13.36752, -5.02458, -14.82361], [-11.19194, -4.86616, -16.14649], [-12.62603, -4.88356, -17.18829], [-11.29976, -6.24128, -17.97987], [-9.14994, -9.54500, -15.71994], [-10.53388, -10.09654, -15.99480], [-10.43749, -11.53251, -15.79578], [-8.35592, -10.04628, -16.33299], [-8.86483, -9.71385, -14.66904], [-9.11098, -8.47154, -16.01899], [-10.79225, -9.86170, -17.07364], [-11.35388, -9.63151, -15.42011], [-11.24036, -12.00429, -16.07165], [-5.97080, -1.50659, -21.17227], [-4.53464, -1.63417, -21.64611], [-3.95055, -2.53957, -20.70646], [-6.39417, -2.51263, -21.10451], [-6.55012, -0.87295, -21.83928], [-5.94393, -1.00426, -20.18580], [-4.06996, -0.64378, -21.80590], [-4.50626, -2.11778, -22.61995], [-3.08860, -2.39015, -20.44594], [-13.74981, -5.89694, -20.16278], [-12.23694, -6.17116, -20.54378], [-11.38476, -5.38754, -19.66519], [-13.98119, -4.89277, -20.52771], [-14.02989, -6.13215, -19.13429], [-14.39691, -6.50902, -20.79563], [-12.08901, -5.90731, -21.61864], [-11.97459, -7.26279, -20.43199], [-10.44569, -5.59681, -19.94177], [-4.26831, -8.39226, -23.22404], [-5.08781, -9.60623, -23.47778], [-6.18566, -9.43503, -24.34099], [-3.38694, -8.55049, -22.59722], [-4.94871, -7.63672, -22.71173], [-3.99527, -7.90949, -24.18415], [-5.48054, -9.98826, -22.55841], [-4.50921, -10.37102, -23.97978], [-7.03284, -9.42231, -23.85753], [-9.98205, -8.61721, -25.65131], [-10.00975, -9.09623, -24.19770], [-8.73177, -8.72882, -23.54759], [-9.96650, -7.11532, -25.69215], [-10.90553, -8.96451, -26.15624], [-9.05713, -8.95503, -26.12764], [-10.05351, -10.20678, -24.15369], [-10.87975, -8.76786, -23.58509], [-8.78255, -7.72645, -23.49968], [-10.73039, -6.76331, -26.12331], [-5.10109, -2.67041, -16.83524], [-4.02333, -3.59983, -17.47047], [-3.95554, -4.80805, -16.76464], [-4.81443, -2.31862, -15.49676], [-6.11134, -3.13821, -16.84795], [-5.21931, -1.79382, -17.46130], [-3.02674, -3.17517, -17.50623], [-4.38681, -3.86540, -18.49032], [-3.75870, -4.58709, -15.83068], [-3.93958, -1.93896, -15.46596], [-6.35794, -5.53389, -25.10454], [-6.58695, -4.94177, -23.67590], [-7.87178, -5.40054, -23.20270], [-7.38247, -5.22097, -26.01969], [-6.17708, -6.57036, -25.02131], [-5.48460, -4.99568, -25.48497], [-6.61776, -3.85243, -23.63693], [-5.73703, -5.19159, -23.05287], [-8.48323, -5.31717, -23.94294], [-8.01819, -5.96428, -26.03834], [-7.61401, -6.33965, -14.05038], [-6.54045, -5.34286, -13.84711], [-7.03941, -4.01663, -13.86665], [-8.19128, -6.34587, -15.34569], [-8.37320, -6.25266, -13.27666], [-7.18379, -7.38302, -13.92763], [-5.75446, -5.40842, -14.60263], [-6.02916, -5.63157, -12.91215], [-6.32848, -3.40008, -14.20702], [-8.67198, -5.54610, -15.47353], [-2.80456, -6.07235, -21.00533], [-1.83327, -5.13388, -20.25552], [-1.34939, -4.11984, -21.08678], [-3.87721, -5.36656, -21.57178], [-3.29752, -6.73863, -20.29654], [-2.35027, -6.65268, -21.76721], [-0.97019, -5.69604, -19.93260], [-2.33057, -4.59740, -19.44020], [-1.99791, -3.96737, -21.74447], [-3.93016, -4.47989, -21.23527], [-9.65820, -2.80568, -17.96434], [-10.27414, -2.00803, -16.83822], [-9.32694, -1.05160, -16.33102], [-8.74649, -3.70302, -17.34839], [-9.15115, -2.08215, -18.62575], [-10.32776, -3.28972, -18.64168], [-10.71600, -2.52667, -15.95561], [-11.06867, -1.38147, -17.27871], [-8.43721, -1.40510, -16.27828], [-8.28145, -4.26650, -17.97449], [-8.83799, -10.08863, -19.55531], [-9.83242, -11.14646, -20.23319], [-10.49841, -10.52638, -21.32780], [-7.90229, -9.63873, -20.55632], [-8.34670, -10.60195, -18.74350], [-9.38425, -9.20093, -19.23236], [-10.48048, -11.49886, -19.43521], [-9.11605, -11.94186, -20.52850], [-11.21581, -11.10590, -21.61627], [-8.34934, -9.48577, -21.37783], [-7.21882, -6.81740, -18.95142], [-7.43759, -6.31328, -20.32812], [-8.66415, -5.55775, -20.48607], [-7.00800, -5.71669, -18.00173], [-6.41681, -7.48348, -19.01043], [-8.15120, -7.27494, -18.60856], [-7.42242, -7.22799, -20.92091], [-6.55985, -5.71235, -20.55905], [-8.64583, -5.19937, -21.38022], [-7.21792, -6.06255, -17.08616]],
  "orbital_gap_ev": 9.591,
  "de_lowest_kj_mol": 74.73,
  "energy_ha": -2772.2817,
  "e_lumo_ev": 0.2
}

[7]
{
  "formula": "H8Si4",
  "method": "ωB97M-V with the def2-TZVPD basis set",
  "elements": ["Si", "Si", "Si", "Si", "H", "H", "H", "H", "H", "H", "H", "H"],
  "positions_angstrom": [[2.28158, -0.31742, 0.31931], [0.14638, 0.58636, 0.54847], [-1.31469, 0.89951, -1.23879], [-1.88649, -0.58283, 0.44683], [1.78290, -1.36987, 1.26642], [3.58252, 0.04166, 0.87510], [2.66626, -1.15709, -0.86925], [0.04073, 2.01078, 1.17434], [-1.06480, 0.59767, -2.56347], [-1.88189, 2.19800, -1.02723], [-3.14413, -1.18399, 1.04852], [-1.20839, -1.72278, 0.01977]],
  "orbital_gap_ev": 8.200,
  "de_lowest_kj_mol": 0.00,
  "smiles": "[SiH3][SiH]1[SiH2][SiH2]1",
  "energy_ha": -1162.6067,
  "e_lumo_ev": -0.4
}